DFT (ωB97M-V with the def2-TZVPD basis set) results for a cluster of 2 separate species, C5H7NO in total.

Properties
Lowest unoccupied orbital energy (spin up / spin down) ... 0.68 / 0.84 eV
Orbital gap (spin up / spin down) ... 8.647 / 8.461 eV
M ... 97.12 g/mol
Energy relative to the best compared isomer or geometry (same formula, charge and spin) ... 145.9 kcal per mole

Last column: natural (NBO) charge in e.
Atoms and positions in Å:
1 C 1.074 -0.396 2.526  0.69
2 C -0.409 0.657 -2.081  -0.51
3 C 0.462 0.981 -1.190  -0.11
4 C 0.551 -1.375 1.372  -0.54
5 C -0.408 -0.230 1.103  0.03
6 N 0.104 0.493 2.199  -0.63
7 O 2.040 -0.304 3.224  -0.56
8 H -0.221 1.088 -3.044  0.21
9 H -0.991 -0.110 -1.842  0.21
10 H 1.231 1.534 -0.749  0.19
11 H 1.254 -1.684 0.737  0.22
12 H 0.206 -2.400 1.778  0.22
13 H -1.371 -0.272 0.916  0.16
14 H -0.318 1.324 2.583  0.41

DFT (ωB97M-V with the def2-TZVPD basis set) results for a cluster of 4 separate species, C8H16Br8 in total.

Properties
Lowest unoccupied orbital energy ... 0.38 eV
Orbital gap ... 10.354 eV
SMILES string ... BrCCBr.BrCCBr.BrCCBr.BrCCBr
M ... 751.45 g/mol
Energy relative to the best compared isomer or geometry (same formula, charge and spin) ... 4.6 kcal per mole

Last column: natural (NBO) charge in e.
Atoms and positions in Å:
1 Br 1.204 -1.671 -9.309  0.00
2 C 0.578 -1.707 -7.483  -0.46
3 C 0.264 -0.337 -6.942  -0.45
4 Br -1.333 0.443 -7.699  0.00
5 H 1.372 -2.134 -6.868  0.23
6 H -0.267 -2.388 -7.449  0.23
7 H 1.086 0.348 -7.124  0.23
8 H 0.076 -0.407 -5.873  0.23
9 Br -0.940 1.973 2.728  0.00
10 C -2.864 1.812 2.692  -0.46
11 C -3.527 2.987 2.037  -0.44
12 Br -3.242 2.982 0.112  -0.03
13 H -3.189 1.754 3.729  0.23
14 H -3.111 0.895 2.167  0.23
15 H -3.153 3.948 2.372  0.23
16 H -4.606 2.931 2.167  0.23
17 Br -8.300 2.211 -0.277  -0.01
18 C -6.823 3.025 -1.216  -0.46
19 C -7.188 3.238 -2.660  -0.45
20 Br -5.800 4.319 -3.483  -0.01
21 H -5.970 2.371 -1.078  0.23
22 H -6.595 3.959 -0.710  0.23
23 H -8.129 3.766 -2.772  0.23
24 H -7.220 2.316 -3.231  0.23
25 Br -0.818 1.924 -4.165  -0.01
26 C -1.903 3.517 -4.151  -0.46
27 C -1.521 4.385 -2.978  -0.43
28 Br -2.521 6.055 -3.108  -0.02
29 H -2.952 3.242 -4.098  0.23
30 H -1.735 4.034 -5.091  0.23
31 H -0.477 4.674 -2.987  0.23
32 H -1.777 3.930 -2.027  0.23

DFT (ωB97M-V with the def2-TZVPD basis set) results for a cluster of 5 separate species, C25H55BrClN2O10 in total.

Properties
Lowest unoccupied orbital energy ... -4.19 eV
Orbital gap ... 6.706 eV
M ... 659.08 g/mol
Total charge ... +1
Energy relative to the best compared isomer or geometry (same formula, charge and spin) ... 174.1 kcal per mole

Last column: Mulliken charge in e.
Atoms and positions in Å:
1 C -4.512 -2.400 -4.115  -0.41
2 C -3.468 -1.579 -5.077  -0.45
3 O -2.227 -1.137 -4.424  -0.37
4 C -1.612 -2.192 -3.605  -0.50
5 C -1.898 -1.850 -2.016  0.47
6 O -0.685 -1.301 -1.390  -0.26
7 C -0.177 -2.213 -0.340  -0.44
8 C 1.474 -2.152 -0.329  0.18
9 N 2.482 -3.283 -0.235  -0.10
10 C 3.866 -2.655 -0.303  0.07
11 Cl 5.456 -3.607 -0.222  -0.06
12 N 3.731 -1.151 -0.436  -0.10
13 Br 5.199 0.035 -0.591  0.18
14 C 2.277 -0.726 -0.430  0.46
15 C 1.649 0.808 -0.507  -0.93
16 H -4.286 -3.570 -4.068  0.18
17 H -5.607 -2.281 -4.550  0.39
18 H -4.521 -1.931 -3.037  -0.07
19 H -4.038 -0.584 -5.410  0.28
20 H -3.296 -2.179 -6.088  0.26
21 H -1.874 -3.288 -3.921  0.23
22 H -0.433 -2.083 -3.756  0.30
23 H -2.723 -0.993 -2.017  -0.43
24 H -2.380 -2.751 -1.429  0.18
25 H -0.540 -1.817 0.700  0.29
26 H -0.504 -3.328 -0.479  0.40
27 H 2.221 -4.305 -0.131  0.30
28 H 2.058 1.443 -1.402  0.33
29 H 2.041 1.352 0.481  0.32
30 H 0.467 0.826 -0.413  0.25
31 C 7.210 6.452 -1.759  -0.69
32 O 7.427 6.246 -0.368  -0.38
33 C 6.349 5.536 0.249  -0.61
34 C 6.694 4.057 0.445  -0.17
35 O 6.829 3.383 -0.810  -0.30
36 C 8.191 3.210 -1.186  -0.86
37 H 8.158 6.759 -2.212  0.25
38 H 6.861 5.548 -2.261  0.28
39 H 6.481 7.258 -1.901  0.32
40 H 5.425 5.651 -0.330  0.34
41 H 6.188 5.993 1.231  0.37
42 H 5.871 3.572 0.981  0.17
43 H 7.601 3.941 1.049  0.31
44 H 8.632 2.394 -0.607  0.34
45 H 8.777 4.122 -1.045  0.36
46 H 8.222 2.943 -2.246  0.28
47 C -5.168 1.638 -1.550  -0.65
48 O -6.162 0.678 -1.210  -0.41
49 C -5.718 -0.222 -0.190  0.20
50 C -6.281 0.166 1.180  -0.74
51 O -5.753 1.419 1.624  -0.39
52 C -6.667 2.492 1.421  -0.71
53 H -5.646 2.435 -2.129  0.29
54 H -4.703 2.080 -0.668  0.32
55 H -4.402 1.167 -2.175  0.21
56 H -4.623 -0.274 -0.166  0.11
57 H -6.095 -1.216 -0.456  0.15
58 H -5.973 -0.588 1.913  0.35
59 H -7.377 0.188 1.164  0.38
60 H -7.450 2.458 2.184  0.32
61 H -7.120 2.466 0.426  0.32
62 H -6.119 3.433 1.524  0.24
63 C -5.782 -7.988 -1.773  -0.66
64 O -6.403 -7.502 -0.587  -0.37
65 C -5.510 -6.716 0.208  -0.64
66 C -5.763 -5.218 0.014  -0.51
67 O -5.439 -4.803 -1.317  -0.12
68 C -6.594 -4.669 -2.138  -0.88
69 H -6.566 -8.350 -2.445  0.25
70 H -5.214 -7.211 -2.288  0.24
71 H -5.122 -8.826 -1.525  0.33
72 H -4.466 -6.971 -0.011  0.31
73 H -5.706 -6.972 1.254  0.39
74 H -5.107 -4.660 0.691  0.36
75 H -6.799 -4.958 0.261  0.37
76 H -7.117 -3.741 -1.888  0.26
77 H -7.276 -5.517 -2.032  0.43
78 H -6.269 -4.617 -3.180  0.25
79 C 4.615 4.600 6.557  -0.67
80 O 4.721 3.182 6.530  -0.38
81 C 4.242 2.627 5.301  -0.59
82 C 5.398 2.271 4.362  -0.42
83 O 6.091 3.442 3.922  -0.19
84 C 7.303 3.654 4.639  -0.88
85 H 5.220 4.973 7.390  0.25
86 H 4.974 5.059 5.634  0.26
87 H 3.572 4.887 6.730  0.32
88 H 3.535 3.309 4.814  0.32
89 H 3.701 1.709 5.555  0.38
90 H 4.989 1.788 3.468  0.28
91 H 6.089 1.564 4.837  0.37
92 H 8.070 2.963 4.276  0.30
93 H 7.172 3.527 5.716  0.43
94 H 7.638 4.678 4.451  0.24

DFT (ωB97M-V with the def2-TZVPD basis set) results for a cluster of 8 separate species, C20H53FNO15 in total.

Properties
Lowest unoccupied orbital energy ... 1.65 eV
Orbital gap ... 4.227 eV
M ... 566.63 g/mol
Total charge ... -1

Last column: Mulliken charge in e.
Atoms and positions in Å:
1 C 2.820 -3.809 -0.367  -1.31
2 C 2.005 -3.205 -1.515  -0.25
3 C 0.964 -2.187 -1.019  -0.19
4 C -0.454 -2.763 -1.053  -0.40
5 N -0.613 -3.686 0.033  -0.61
6 C -1.848 -4.382 -0.088  -0.50
7 C -1.828 -5.335 -1.261  0.55
8 O -2.406 -5.265 -2.305  -0.56
9 F -0.953 -6.362 -1.106  -0.28
10 H 3.283 -3.010 0.220  0.17
11 H 3.610 -4.473 -0.734  0.32
12 H 2.139 -4.368 0.275  0.46
13 H 2.688 -2.732 -2.232  0.38
14 H 1.496 -4.018 -2.037  0.28
15 H 1.006 -1.273 -1.612  -0.17
16 H 1.151 -1.967 0.037  0.30
17 H -1.187 -1.913 -1.021  0.11
18 H -0.600 -3.217 -2.060  0.16
19 H -2.028 -4.987 0.810  0.36
20 H -2.735 -3.728 -0.268  0.16
21 C -4.673 -1.820 -3.653  -0.20
22 C -5.398 -3.084 -3.244  -0.53
23 O -4.825 -4.210 -3.901  -0.52
24 O -4.706 -1.675 -5.069  -0.55
25 H -5.146 -0.941 -3.214  0.34
26 H -3.632 -1.865 -3.312  0.19
27 H -6.438 -3.046 -3.575  0.27
28 H -5.375 -3.215 -2.158  0.38
29 H -3.958 -4.360 -3.502  0.35
30 H -4.585 -2.571 -5.411  0.32
31 C 1.585 2.532 0.054  0.19
32 C 2.127 1.585 -0.992  -0.25
33 O 1.086 1.159 -1.865  -0.48
34 O 0.550 1.924 0.812  -0.53
35 H 2.374 2.821 0.751  0.02
36 H 1.203 3.440 -0.429  0.05
37 H 2.500 0.675 -0.526  0.02
38 H 2.944 2.049 -1.550  0.32
39 H 0.803 1.894 -2.419  0.30
40 H 0.042 1.369 0.204  0.33
41 C 5.523 -0.634 -0.332  -0.30
42 C 5.687 -1.860 -1.202  -0.39
43 O 6.667 -1.617 -2.218  -0.56
44 O 5.138 0.488 -1.112  -0.43
45 H 4.741 -0.802 0.410  0.28
46 H 6.463 -0.418 0.195  0.29
47 H 4.755 -2.072 -1.725  0.13
48 H 5.956 -2.733 -0.601  0.32
49 H 7.530 -1.576 -1.795  0.34
50 H 5.619 0.424 -1.947  0.32
51 C -6.683 -4.141 -7.889  -0.34
52 C -7.288 -3.773 -6.554  -0.19
53 O -8.716 -3.891 -6.612  -0.56
54 O -7.198 -3.319 -8.925  -0.53
55 H -5.601 -4.012 -7.868  0.29
56 H -6.902 -5.194 -8.116  0.26
57 H -7.080 -2.729 -6.322  0.22
58 H -6.884 -4.398 -5.752  0.17
59 H -8.933 -4.828 -6.658  0.33
60 H -8.132 -3.184 -8.718  0.34
61 C 3.521 6.539 1.934  -0.35
62 C 4.022 5.647 0.819  -0.49
63 O 2.968 5.374 -0.100  -0.41
64 O 2.400 5.953 2.576  -0.46
65 H 4.297 6.685 2.686  0.33
66 H 3.240 7.522 1.532  0.25
67 H 4.309 4.678 1.227  0.23
68 H 4.889 6.086 0.315  0.37
69 H 2.778 6.170 -0.607  0.26
70 H 1.861 5.554 1.878  0.31
71 C 2.003 2.139 4.824  -0.38
72 C 0.872 2.836 4.101  -0.08
73 O 0.755 4.186 4.573  -0.50
74 O 1.799 2.210 6.229  -0.52
75 H 2.056 1.089 4.538  0.39
76 H 2.958 2.620 4.568  0.22
77 H -0.076 2.356 4.345  0.28
78 H 1.008 2.799 3.019  0.02
79 H 1.506 4.690 4.234  0.30
80 H 1.428 3.090 6.377  0.29
81 C -0.084 3.549 8.722  -0.32
82 C -1.142 4.227 7.880  -0.25
83 O -1.255 5.608 8.235  -0.55
84 O -0.378 3.672 10.106  -0.55
85 H -0.029 2.487 8.482  0.30
86 H 0.898 3.999 8.517  0.26
87 H -2.117 3.787 8.088  0.30
88 H -0.924 4.118 6.813  0.15
89 H -0.468 6.060 7.910  0.32
90 H -0.738 4.560 10.224  0.34

DFT (ωB97M-V with the def2-TZVPD basis set) results for a cluster of 3 separate species, C4H12O4 in total.

Properties
Lowest unoccupied orbital energy ... 0.34 eV
Orbital gap ... 10.386 eV
SMILES string ... O=CCCCO.O.O
M ... 124.14 g/mol
Energy relative to the best compared isomer or geometry (same formula, charge and spin) ... 38.0 kcal per mole

Last column: natural (NBO) charge in e.
Atoms and positions in Å:
1 O 0.742 0.078 -2.204  -0.54
2 C 0.131 1.000 -1.720  0.46
3 C -0.118 1.382 -0.322  -0.52
4 C 0.591 0.465 0.691  -0.45
5 C 0.756 1.127 2.016  -0.07
6 O 1.438 0.285 3.014  -0.72
7 H -0.403 1.646 -2.432  0.10
8 H -1.159 1.713 -0.176  0.26
9 H 0.389 2.371 -0.240  0.24
10 H -0.031 -0.446 0.823  0.21
11 H 1.492 0.089 0.205  0.23
12 H 1.391 2.029 1.984  0.17
13 H -0.196 1.343 2.527  0.18
14 H 1.674 -0.454 2.453  0.46
15 O 0.581 -3.278 -1.406  -0.92
16 H -0.344 -3.086 -1.548  0.46
17 H 0.878 -2.807 -2.185  0.47
18 O -3.397 -0.150 -0.111  -0.95
19 H -2.967 -0.981 0.134  0.48
20 H -4.349 -0.240 -0.003  0.48

DFT (ωB97M-V with the def2-TZVPD basis set) results for a structure of composition C3H2IrLiO3.

Properties
Lowest unoccupied orbital energy (spin up / spin down) ... -10.36 / -13.20 eV
Orbital gap (spin up / spin down) ... 6.575 / 4.338 eV
M ... 285.20 g/mol
Total charge ... +2
Expectation value of S² ... 6.030
Energy relative to the best compared isomer or geometry (same formula, charge and spin) ... 96.8 kcal per mole
2S+1 ... 5

Last column: natural (NBO) charge in e.
Atoms and positions in Å:
1 O 2.708 -0.874 1.838  -0.65
2 O 0.009 -0.167 2.695  -0.50
3 C -0.211 0.662 3.711  0.54
4 C 0.885 0.190 1.628  0.11
5 O 0.575 1.583 3.949  -0.64
6 C 2.063 -0.024 1.002  0.05
7 Ir -1.698 0.001 4.843  1.27
8 H 2.133 -0.126 -0.086  0.29
9 H 1.431 -1.419 1.879  0.56
10 Li 2.357 1.431 3.277  0.97

DFT (ωB97M-V with the def2-TZVPD basis set) results for a structure of composition C5H11NO2.

Properties
Lowest unoccupied orbital energy (spin up / spin down) ... -0.20 / -0.20 eV
Orbital gap (spin up / spin down) ... 7.279 / 7.279 eV
M ... 117.15 g/mol
Energy relative to the best compared isomer or geometry (same formula, charge and spin) ... 67.8 kcal per mole

Last column: natural (NBO) charge in e.
Atoms and positions in Å:
1 C -0.228 0.050 0.640  0.35
2 C -0.436 1.299 1.438  -0.68
3 C -0.612 -1.226 1.307  -0.69
4 C 0.006 0.157 -0.754  0.12
5 N -0.207 -0.578 -2.972  -0.75
6 C -0.524 -0.735 -1.673  0.09
7 O 2.064 0.311 0.821  -1.03
8 O 0.892 1.058 -1.153  -0.79
9 H 2.401 1.019 1.376  0.45
10 H 1.708 0.828 -0.204  0.49
11 H 0.401 0.211 -3.167  0.43
12 H -0.709 -1.032 -3.712  0.40
13 H -1.194 -1.536 -1.403  0.20
14 H -1.500 1.387 1.677  0.22
15 H -1.559 -1.128 1.845  0.22
16 H -0.122 2.185 0.895  0.25
17 H 0.117 1.250 2.378  0.23
18 H 0.166 -1.452 2.040  0.26
19 H -0.664 -2.069 0.620  0.22

DFT (ωB97M-V with the def2-TZVPD basis set) results for a cluster of 3 separate species, C22H23N3O7 in total.

Properties
Lowest unoccupied orbital energy ... -0.73 eV
Orbital gap ... 9.226 eV
SMILES string ... [H]/N=C/CC1=C(CCCC)C(=O)OC1=O.O=[N+]([O-])c1ccccc1.O=[N+]([O-])c1ccccc1
M ... 441.44 g/mol

Last column: natural (NBO) charge in e.
Atoms and positions in Å:
1 H 7.459 -0.388 -6.125  0.34
2 N 6.481 -0.329 -5.844  -0.61
3 C 6.017 -1.475 -5.591  0.15
4 C 4.579 -1.611 -5.145  -0.51
5 C 4.454 -1.717 -3.658  -0.06
6 C 3.656 -1.064 -2.802  -0.04
7 C 2.614 -0.038 -3.126  -0.43
8 C 2.889 1.410 -2.698  -0.39
9 C 2.879 1.716 -1.189  -0.42
10 C 4.145 2.423 -0.711  -0.60
11 C 3.970 -1.611 -1.439  0.77
12 O 3.722 -1.203 -0.352  -0.51
13 O 4.746 -2.754 -1.608  -0.50
14 C 5.265 -2.693 -2.881  0.76
15 O 6.233 -3.307 -3.206  -0.52
16 H 6.601 -2.394 -5.663  0.17
17 H 4.039 -0.737 -5.503  0.24
18 H 4.140 -2.507 -5.594  0.24
19 H 2.532 -0.039 -4.215  0.22
20 H 1.642 -0.367 -2.754  0.25
21 H 2.110 2.014 -3.167  0.22
22 H 3.836 1.727 -3.146  0.20
23 H 2.024 2.362 -0.974  0.20
24 H 2.730 0.803 -0.617  0.23
25 H 4.436 3.201 -1.421  0.20
26 H 3.991 2.911 0.252  0.21
27 H 4.982 1.729 -0.617  0.20
28 O -0.238 0.704 -1.882  -0.40
29 N -0.634 1.662 -1.247  0.52
30 O -0.581 2.810 -1.640  -0.38
31 C -1.196 1.415 0.090  0.08
32 C -1.218 0.119 0.572  -0.21
33 C -1.735 -0.102 1.838  -0.20
34 C -2.217 0.960 2.589  -0.17
35 C -2.186 2.252 2.082  -0.20
36 C -1.670 2.491 0.819  -0.21
37 H -0.838 -0.690 -0.032  0.25
38 H -1.766 -1.108 2.234  0.22
39 H -2.619 0.783 3.578  0.22
40 H -2.570 3.075 2.669  0.22
41 H -1.634 3.485 0.402  0.25
42 O -4.957 -0.839 2.182  -0.37
43 N -5.421 -0.076 3.004  0.52
44 O -5.349 1.135 2.939  -0.38
45 C -6.114 -0.660 4.168  0.09
46 C -6.180 -2.037 4.279  -0.21
47 C -6.825 -2.578 5.380  -0.21
48 C -7.387 -1.745 6.338  -0.18
49 C -7.310 -0.365 6.201  -0.21
50 C -6.668 0.191 5.107  -0.21
51 H -5.737 -2.662 3.519  0.25
52 H -6.888 -3.652 5.488  0.22
53 H -7.888 -2.173 7.196  0.22
54 H -7.751 0.281 6.948  0.22
55 H -6.594 1.260 4.977  0.25

Q: Which of these has the lowest M?
A: C5H7NO